Here is a single CH2Cl4Si molecule at a distorted geometry from the Open Molecules 2025 dataset. Energies are from ωB97M-V/def2-TZVPD.

Properties
Total energy (eV): -59041.0096
LUMO (eV): 0.48
SMILES string: ClC[Si](Cl)(Cl)Cl
E_HOMO (Ha): -0.3927
Kohn-Sham gap (eV): 11.165
Total charge: 0

```
8
CH2Cl4Si, DFT ωB97M-V/def2-TZVPD
Cl -1.0216 1.5365 1.6475
Si -0.4823 0.6809 -0.1231
C 0.6859 -0.7534 0.2138
H 0.1851 -1.1904 1.1417
Cl 0.0381 2.0577 -1.4364
Cl 0.9085 -1.6894 -1.2203
Cl -2.1134 -0.2595 -0.8084
H 1.7997 -0.3824 0.5851
```